(1)
# C49H60NO2P2S2Sb2Ta

A structure of composition C49H60NO2P2S2Sb2Ta in a non-equilibrium geometry (ωB97M-V/def2-TZVPD, the OMol25 dataset).

Each line ends with the Mulliken spin population.
Geometry (Å):
Ta  -0.01681  0.61052  0.11640  0.850
N  -1.72154  -2.26515  -0.63367  0.056
C  -2.86698  -1.97435  0.11938  -0.047
C  -4.13082  -1.99919  -0.45901  0.006
C  -5.25191  -1.70057  0.29699  0.000
C  -5.11770  -1.38190  1.64060  0.001
C  -3.85492  -1.36469  2.21223  0.003
C  -2.71448  -1.65083  1.46624  0.026
C  -1.38015  -1.69250  2.12009  -0.021
C  -1.29016  -2.38099  3.32938  -0.008
C  -0.13093  -2.37822  4.08926  0.007
C  0.96164  -1.64951  3.65342  -0.003
C  0.88133  -0.97917  2.43882  0.056
C  -0.25382  -1.00682  1.61809  -0.037
H  -1.94963  -2.76382  -1.48308  -0.001
H  -1.04096  -2.78271  -0.09481  0.004
H  -4.23250  -2.26476  -1.50613  0.000
H  -6.23072  -1.72348  -0.16431  0.000
H  -5.98897  -1.14687  2.23755  0.000
H  -3.74068  -1.10519  3.25861  0.000
H  -2.15885  -2.92365  3.68445  0.000
H  -0.09237  -2.92837  5.02016  0.000
H  1.87270  -1.60958  4.23707  0.000
H  1.74661  -0.38762  2.15344  -0.012
C  1.88116  5.82868  2.97264  0.000
C  0.90012  5.47026  1.88400  -0.002
O  0.00485  4.41447  2.32350  0.009
P  0.24288  2.87173  2.16405  0.048
S  1.62124  2.40225  0.78113  -0.027
S  -1.48230  1.98174  1.70669  0.022
O  0.84189  2.31607  3.51233  0.006
C  0.05538  2.13511  4.72508  -0.003
C  -0.35247  3.44415  5.35945  0.000
H  2.52400  6.63873  2.62618  0.000
H  2.51397  4.97690  3.22623  0.000
H  1.36259  6.16291  3.87030  0.000
H  1.40495  5.14155  0.97423  0.000
H  0.24242  6.29877  1.63200  0.000
H  0.70988  1.55985  5.37495  0.000
H  -0.80493  1.51438  4.46692  0.002
H  0.49761  4.12422  5.41512  0.000
H  -0.69923  3.25065  6.37470  0.000
H  -1.15639  3.93281  4.80999  0.000
C  0.54230  -4.78123  -3.18230  0.005
Sb  1.40030  -3.00734  -2.31209  -0.009
C  1.52628  -3.91334  -0.35656  -0.004
C  3.42709  -3.49944  -2.98838  0.001
C  4.24355  -4.00702  -1.85553  0.002
C  4.42668  -5.37653  -1.67546  -0.002
C  5.08714  -5.87733  -0.56461  0.002
C  5.58891  -5.00446  0.38953  -0.001
C  5.43431  -3.63966  0.20934  0.004
C  4.76562  -3.12389  -0.89904  -0.005
C  4.68302  -1.64556  -1.07878  0.016
Sb  3.02110  -0.38289  -0.37708  0.055
C  3.76989  1.19752  -1.61384  -0.004
C  4.08615  0.08523  1.42572  -0.003
H  1.19753  -5.62163  -2.95315  0.000
H  0.45156  -4.67487  -4.26207  0.000
H  -0.44381  -4.98338  -2.76245  0.000
H  2.32456  -4.65453  -0.34347  0.001
H  0.58611  -4.42833  -0.14925  -0.001
H  1.69762  -3.18424  0.43662  0.000
H  3.84300  -2.60269  -3.44453  0.000
H  3.29710  -4.25063  -3.76680  0.000
H  4.03991  -6.05910  -2.42370  0.000
H  5.21655  -6.94528  -0.44835  0.000
H  6.11413  -5.38214  1.25645  0.000
H  5.85551  -2.95324  0.93620  0.000
H  4.78387  -1.35321  -2.12331  0.001
H  5.47899  -1.15803  -0.51536  0.001
H  4.85805  1.16930  -1.56736  0.000
H  3.42484  2.17589  -1.28525  0.001
H  3.44740  1.03064  -2.64109  0.001
H  5.02570  0.56181  1.14762  0.000
H  4.29709  -0.84883  1.94728  0.000
H  3.52278  0.74912  2.07637  0.000
C  -4.39082  1.45793  0.52934  0.017
C  -5.20361  1.33950  -0.72531  0.013
C  -6.58455  1.50276  -0.65807  0.001
C  -7.39014  1.32080  -1.76848  0.001
C  -6.81193  0.95628  -2.97504  0.000
C  -5.43561  0.82900  -3.06650  -0.001
C  -4.61018  1.04038  -1.95511  0.010
P  -2.78627  0.83555  -2.11562  -0.009
C  -2.55661  0.97701  -3.95294  0.023
C  -2.81712  2.22164  -4.54108  0.001
C  -2.67210  2.42223  -5.89897  0.000
C  -2.25273  1.36910  -6.70410  0.000
C  -1.99964  0.13658  -6.13677  0.000
C  -2.14912  -0.08086  -4.76433  -0.002
C  -1.90893  -1.46048  -4.23093  0.003
C  -2.10888  2.47284  -1.68362  -0.059
C  -2.89045  3.58661  -1.39276  0.014
C  -2.30495  4.81771  -1.15240  -0.006
C  -0.92293  4.95306  -1.25096  0.004
C  -0.14284  3.85208  -1.54628  -0.006
C  -0.71001  2.58727  -1.74673  0.024
C  0.15211  1.38260  -1.99158  -0.010
H  -4.05087  2.48175  0.71198  0.002
H  -3.51232  0.81007  0.46845  0.011
H  -4.97087  1.13279  1.39102  -0.001
H  -7.03159  1.75590  0.29640  0.000
H  -8.46193  1.44869  -1.68989  0.000
H  -7.42653  0.78392  -3.84877  0.000
H  -5.00493  0.56868  -4.02074  0.000
H  -3.15444  3.04394  -3.92464  0.000
H  -2.88686  3.39149  -6.32931  0.000
H  -2.12312  1.51332  -7.76879  0.000
H  -1.67744  -0.68772  -6.76239  0.000
H  -2.79302  -2.08828  -4.38129  0.001
H  -1.67593  -1.43261  -3.16957  0.006
H  -1.07758  -1.93612  -4.75220  -0.001
H  -3.97056  3.49080  -1.37297  -0.001
H  -2.92367  5.67715  -0.92933  0.000
H  -0.45962  5.92111  -1.10669  0.000
H  0.93201  3.96064  -1.63063  0.001
H  1.18236  1.68797  -2.17736  -0.009
H  -0.17312  0.75610  -2.82310  -0.022

## Properties
- Spin multiplicity: 2
- M: 1245.57 g mol⁻¹
- Charge: +1
- E_tot: -112242.769 eV


(2)
# C49H62BBrCsI2N14O2S2Sb

A structure of composition C49H62BBrCsI2N14O2S2Sb in a non-equilibrium geometry (ωB97M-V/def2-TZVPD, the OMol25 dataset).

Each line ends with the Mulliken charge.
Geometry (Å):
Cs  -0.37312  -0.41055  0.54658  1.565
C  2.84158  0.35215  3.84738  -0.638
C  3.54928  -0.58975  2.93508  0.594
C  4.93008  -0.78005  2.80328  -1.433
C  5.05688  -1.77165  1.84928  0.831
C  6.32348  -2.32925  1.29968  -1.397
N  3.81068  -2.13225  1.46198  1.311
N  2.90358  -1.40645  2.12008  -0.646
B  3.46238  -3.39285  0.63978  -0.955
N  3.34778  -3.12895  -0.88522  1.153
N  2.33598  -2.44455  -1.43142  -0.124
C  2.48168  -2.48345  -2.74692  0.644
C  1.51098  -1.88565  -3.70742  -0.774
C  3.62348  -3.22405  -3.07222  -1.788
C  4.14508  -3.62545  -1.85852  0.999
C  5.34938  -4.48145  -1.66722  -1.267
N  2.17578  -4.06685  1.15638  0.601
N  1.01818  -3.44755  1.40908  0.289
C  0.17108  -4.34655  1.88528  0.335
C  -1.21822  -4.02025  2.32168  -0.438
C  0.79258  -5.60365  1.93168  -1.794
C  2.06958  -5.38195  1.45508  1.108
C  3.15628  -6.38455  1.26858  -1.454
H  3.55708  0.87795  4.47688  0.297
H  2.13638  -0.18465  4.48448  0.317
H  2.28798  1.08755  3.26608  -0.242
H  5.71738  -0.27635  3.33108  0.402
H  7.15978  -1.98345  1.90488  0.364
H  6.47078  -1.98805  0.27438  0.182
H  6.30778  -3.41775  1.29768  0.250
H  4.36168  -4.15865  0.79128  -0.370
H  0.88918  -1.14755  -3.20862  -0.304
H  0.86338  -2.66555  -4.11162  0.307
H  2.03568  -1.42005  -4.54252  0.478
H  4.01758  -3.43445  -4.04722  0.490
H  5.71738  -4.80775  -2.63952  0.339
H  5.11288  -5.36265  -1.07532  0.180
H  6.14378  -3.93925  -1.16032  0.133
H  -1.53772  -3.08025  1.87448  -0.276
H  -1.26152  -3.92605  3.40948  0.325
H  -1.90662  -4.81565  2.02888  0.166
H  0.37568  -6.53375  2.26928  0.444
H  2.80848  -7.35795  1.60688  0.374
H  4.04248  -6.10985  1.83868  0.247
H  3.44178  -6.45585  0.21868  0.146
Br  -0.68002  9.13965  -0.60912  -0.226
C  0.13578  8.19605  0.83208  0.090
C  -0.61232  7.29715  1.57188  -0.589
C  -0.01302  6.61355  2.60468  -0.015
C  1.33778  6.84335  2.92728  0.158
C  2.07038  7.75265  2.14728  -0.321
C  1.47558  8.41965  1.10308  -0.489
N  1.90038  6.39955  4.08948  -0.631
N  1.69438  5.30465  4.66278  -0.488
C  1.19208  4.17585  4.09888  0.144
C  0.46418  3.35585  4.96398  -0.561
C  -0.20132  2.23275  4.52848  -0.888
C  -0.13822  1.79225  3.19928  0.606
O  -0.73322  0.76175  2.72238  -0.150
C  0.69188  2.56755  2.30098  -2.121
N  0.81988  2.09855  1.05078  1.473
C  1.57478  2.73625  0.19688  -1.106
C  2.35188  3.83975  0.55778  -1.145
C  2.28038  4.30285  1.84858  -0.700
C  1.36738  3.73135  2.74788  1.589
H  -1.65062  7.12725  1.33038  0.486
H  -0.59312  5.91205  3.18798  0.332
H  3.11528  7.90875  2.37108  0.442
H  2.04178  9.11455  0.50268  0.413
H  0.36318  3.68655  5.98818  0.466
H  -0.80122  1.66955  5.22968  0.477
H  1.60758  2.34445  -0.81352  0.465
H  3.02168  4.29535  -0.15632  0.459
H  2.94868  5.08015  2.18858  0.782
I  -1.76752  -0.54435  3.92568  0.230
I  -3.25022  -2.45705  5.59158  -0.596
C  -5.60102  -2.37975  2.42398  -0.859
N  -5.49192  -0.95495  2.52578  0.323
C  -5.50682  -0.22805  3.69098  -0.469
C  -5.15212  1.03795  3.38138  -0.707
N  -4.93752  1.09795  2.02838  0.416
C  -5.12662  -0.13305  1.50258  -0.117
S  -5.09972  -0.57885  -0.09622  -0.452
H  -6.32052  -2.74225  3.15438  0.289
H  -4.63312  -2.85065  2.62088  0.179
H  -5.92152  -2.63885  1.41418  0.406
H  -5.77092  -0.68035  4.62318  0.499
H  -5.04752  1.90355  4.00228  0.458
H  -4.42802  1.88465  1.57448  0.238
O  -3.35032  3.10475  1.37798  -1.075
S  -2.01882  2.75185  0.75878  0.469
N  -1.99092  1.53735  -0.06102  -0.542
N  -5.76142  -5.67435  -0.38692  -0.637
C  -4.67612  -5.33915  -0.55262  0.059
C  -3.33072  -4.98105  -0.77922  0.456
C  -2.35892  -5.97305  -0.93712  -0.736
C  -1.05402  -5.58625  -1.17292  -0.516
C  -0.76552  -4.22685  -1.24492  -0.176
N  -1.68462  -3.28765  -1.10062  0.317
C  -2.93032  -3.64135  -0.86312  0.141
H  -2.63662  -7.01655  -0.86742  0.445
H  -0.27342  -6.32195  -1.29082  0.504
H  0.24038  -3.87365  -1.41882  0.050
H  -3.64612  -2.83925  -0.73332  0.048
C  1.63848  2.02355  -3.84862  -1.475
C  0.31948  1.60985  -4.48392  0.641
C  -0.08582  2.64285  -5.51852  -1.540
Sb  -1.16552  1.11405  -2.83652  0.173
C  -2.29302  -0.32405  -4.14942  0.709
C  -2.51932  0.03625  -5.60922  -1.552
C  -3.61532  -0.66975  -3.49492  -1.141
C  -2.49922  2.89735  -2.78102  0.350
C  -3.36032  3.19845  -3.99092  -1.487
C  -1.66512  4.10685  -2.40292  -1.211
H  2.38808  2.23445  -4.61852  0.468
H  2.03288  1.23525  -3.20752  0.196
H  1.50778  2.92955  -3.25352  0.326
H  0.46948  0.64715  -4.98402  0.267
H  -0.17882  3.62845  -5.06402  0.274
H  -1.02842  2.38205  -5.99082  0.232
H  0.67688  2.71235  -6.30202  0.431
H  -1.64882  -1.21185  -4.11912  0.016
H  -3.10722  0.94615  -5.71562  0.210
H  -3.07342  -0.76875  -6.10422  0.466
H  -1.57632  0.15405  -6.13692  0.342
H  -4.28562  0.18735  -3.49222  0.252
H  -3.47392  -0.98185  -2.46512  -0.062
H  -4.11612  -1.48165  -4.02892  0.493
H  -3.15662  2.65935  -1.94252  0.428
H  -2.75442  3.42595  -4.86722  0.204
H  -3.98952  4.06995  -3.78542  0.474
H  -4.01802  2.36065  -4.20772  0.267
H  -1.01342  4.40585  -3.22392  0.136
H  -1.04812  3.88905  -1.53112  0.057
H  -2.30552  4.95765  -2.15822  0.489

## Properties
- M: 1542.45 g mol⁻¹
- Charge: -2
- E_tot: -192455.304 eV